Model w:
{
  "formula": "H34O17",
  "method": "ωB97M-V/def2-TZVPD",
  "gap_ev": 9.56,
  "homo_ev": -10.21,
  "spin_multiplicity": 1,
  "species": ["O", "H", "H", "O", "H", "H", "O", "H", "H", "O", "H", "H", "O", "H", "H", "O", "H", "H", "O", "H", "H", "O", "H", "H", "O", "H", "H", "O", "H", "H", "O", "H", "H", "O", "H", "H", "O", "H", "H", "O", "H", "H", "O", "H", "H", "O", "H", "H", "O", "H", "H"],
  "positions_angstrom": [[5.9992, -19.3135, -13.2196], [6.5761, -19.9579, -12.8094], [5.2494, -19.8234, -13.5262], [6.0719, -14.2736, -11.6153], [5.9647, -14.1770, -12.5616], [6.0600, -15.2193, -11.4678], [9.9894, -17.5441, -10.6208], [10.1675, -16.7344, -11.0993], [9.2224, -17.9163, -11.0559], [6.4514, -18.9245, -6.0338], [7.0882, -19.5263, -6.4192], [6.9413, -18.4582, -5.3564], [5.3688, -22.3235, -10.0087], [5.2245, -21.4701, -10.4177], [4.4970, -22.6093, -9.7359], [3.1214, -19.0039, -12.1257], [3.9688, -18.8257, -11.7179], [3.3017, -19.6970, -12.7608], [7.5615, -21.2833, -12.4233], [7.7498, -21.6084, -11.5429], [7.5583, -22.0669, -12.9730], [4.2619, -14.4574, -7.0516], [5.0895, -13.9837, -7.1345], [4.3918, -15.0382, -6.3020], [6.3669, -18.8711, -9.8545], [7.2179, -19.2845, -10.0000], [6.2722, -18.8453, -8.9024], [8.9190, -19.5805, -7.5875], [9.8727, -19.5084, -7.5508], [8.7251, -20.4170, -7.1644], [3.6718, -19.6228, -5.9785], [3.7717, -20.4570, -5.5199], [4.5683, -19.3274, -6.1374], [8.1818, -21.3911, -5.6702], [8.5542, -22.2368, -5.4205], [8.5018, -20.7821, -5.0047], [6.6062, -23.4181, -7.4796], [5.9823, -23.0153, -8.0835], [6.8021, -22.7306, -6.8431], [8.7598, -16.7095, -7.8687], [8.8743, -17.6013, -7.5403], [8.8620, -16.7881, -8.8172], [1.2394, -19.8596, -10.3286], [1.9998, -19.7758, -10.9039], [1.0343, -18.9612, -10.0696], [6.0286, -16.9255, -12.0399], [6.1583, -17.4676, -11.2618], [5.8281, -17.5501, -12.7370], [12.5852, -17.9152, -9.6039], [11.7078, -17.9276, -9.9864], [12.7931, -16.9856, -9.5102]]
}



Model x:
{
  "formula": "H34O17",
  "method": "ωB97M-V/def2-TZVPD",
  "gap_ev": 9.53,
  "homo_ev": -9.93,
  "spin_multiplicity": 1,
  "species": ["O", "H", "H", "O", "H", "H", "O", "H", "H", "O", "H", "H", "O", "H", "H", "O", "H", "H", "O", "H", "H", "O", "H", "H", "O", "H", "H", "O", "H", "H", "O", "H", "H", "O", "H", "H", "O", "H", "H", "O", "H", "H", "O", "H", "H", "O", "H", "H", "O", "H", "H"],
  "positions_angstrom": [[-3.6046, -6.9903, -26.9982], [-3.3868, -7.0479, -27.9157], [-4.3643, -6.4179, -26.9471], [-0.5267, -7.1055, -27.5750], [-1.1625, -7.8531, -27.6193], [-0.2300, -7.1160, -26.6910], [-2.9743, -12.7838, -27.1157], [-3.1718, -12.1169, -26.4545], [-2.9716, -12.3717, -27.9992], [0.1765, -8.4432, -30.5498], [0.2943, -8.7553, -29.6705], [0.8294, -7.8032, -30.6466], [-0.0308, -9.7925, -25.0298], [0.1012, -10.1561, -24.1396], [-1.0004, -9.7947, -25.0430], [-3.7370, -12.1900, -29.7730], [-3.7256, -11.2949, -30.1508], [-4.6938, -12.3354, -29.6896], [-2.0044, -9.5576, -27.9049], [-1.3980, -10.3526, -27.9282], [-2.8867, -10.0050, -27.9089], [-2.2948, -7.9075, -24.8881], [-2.4328, -7.5249, -25.7601], [-2.8862, -7.4767, -24.2583], [1.2935, -9.6618, -28.2828], [0.9839, -10.5503, -28.0862], [2.2249, -9.6329, -28.3452], [-5.9551, -9.5391, -30.0202], [-5.6626, -10.0828, -30.7011], [-5.3153, -9.7488, -29.2810], [-2.8124, -7.2471, -29.6927], [-3.6557, -7.0719, -30.1249], [-2.6125, -8.1376, -30.0238], [-0.8817, -11.2297, -30.1082], [-1.4357, -11.7955, -30.6729], [-0.0814, -11.1403, -30.6116], [-4.6452, -9.9654, -27.7772], [-4.6460, -9.1228, -27.3709], [-5.0142, -10.5850, -27.1071], [-3.0072, -9.7307, -30.9704], [-2.6758, -9.8816, -31.8860], [-2.2811, -9.8759, -30.4254], [-0.3673, -11.7377, -26.9826], [-1.2318, -11.9894, -26.7756], [-0.2849, -11.1061, -26.2656], [-2.6336, -10.7034, -25.2387], [-3.2727, -10.0605, -24.9410], [-2.9836, -11.4391, -24.8111], [1.3534, -12.8849, -28.8602], [1.3544, -13.7883, -28.5880], [0.5089, -12.5233, -28.5778]]
}



Ranked by calculated energy, most stable first: model x, model w.



Model w:
{
  "formula": "C3H10N2O2",
  "method": "ωB97M-V/def2-TZVPD",
  "smiles": "NCNCC=O.O",
  "gap_ev": 10.24,
  "homo_ev": -9.27,
  "spin_multiplicity": 1,
  "species": ["N", "C", "N", "C", "C", "O", "H", "H", "H", "H", "H", "H", "H", "H", "O", "H", "H"],
  "positions_angstrom": [[1.8403, -2.2369, 0.4430], [1.1571, -1.0071, 0.0396], [-0.2012, -1.2511, -0.4000], [-1.2211, -1.4776, 0.6239], [-1.3981, -0.2295, 1.4673], [-1.8376, -0.2711, 2.5869], [1.3263, -2.7637, 1.1394], [2.7989, -2.0574, 0.7014], [1.6669, -0.6606, -0.8544], [1.1137, -0.2547, 0.8293], [-0.1634, -1.9879, -1.0965], [-2.1316, -1.5867, 0.0337], [-1.0966, -2.3332, 1.2845], [-1.1265, 0.6954, 0.9478], [-0.1840, 5.4244, -2.5542], [-0.2662, 5.9495, -3.3617], [-0.2769, 6.0483, -1.8302]]
}



Model x:
{
  "formula": "C3H10N2O2",
  "method": "ωB97M-V/def2-TZVPD",
  "smiles": "C[C@H](N)C(N)=O.O",
  "gap_ev": 10.59,
  "homo_ev": -9.86,
  "spin_multiplicity": 1,
  "species": ["C", "C", "N", "C", "N", "O", "H", "H", "H", "H", "H", "H", "H", "H", "O", "H", "H"],
  "positions_angstrom": [[0.2194, 1.2400, 1.3547], [-0.4513, 0.0489, 0.6119], [-0.7341, -1.1039, 1.6445], [0.4381, -0.4489, -0.6395], [0.2722, -1.7462, -1.0811], [1.4117, 0.2606, -0.9024], [1.1744, 0.9359, 1.7496], [0.4574, 2.0856, 0.7520], [-0.2240, 1.5549, 2.3432], [-1.4711, 0.1959, 0.0938], [0.0750, -1.7297, 1.6479], [-1.0100, -0.6864, 2.5040], [1.1118, -2.1709, -1.4413], [-0.1244, -2.3445, -0.4491], [-0.6434, 1.4937, -3.0271], [-0.6686, 1.4090, -2.0683], [0.1667, 1.0061, -3.0928]]
}



Ranked by calculated energy, most stable first: model x, model w.



Model w:
{
  "formula": "C5H11NOS",
  "method": "ωB97M-V/def2-TZVPD",
  "smiles": "CCN[C@H](C=O)CS",
  "gap_ev": 10.14,
  "homo_ev": -9.39,
  "spin_multiplicity": 1,
  "species": ["C", "C", "N", "C", "C", "O", "C", "S", "H", "H", "H", "H", "H", "H", "H", "H", "H", "H", "H"],
  "positions_angstrom": [[0.0235, 3.2616, 0.6271], [0.6331, 1.8829, 0.7889], [-0.3405, 0.8304, 1.0127], [-0.8407, 0.0939, -0.1883], [-1.5364, -1.1247, 0.3994], [-1.7117, -2.1805, -0.1355], [0.2117, -0.3011, -1.2197], [1.5336, -1.3997, -0.6078], [-0.7430, 3.3028, 1.4196], [-0.5890, 3.4586, -0.2535], [0.7830, 4.0284, 0.7350], [1.3250, 1.9348, 1.6374], [1.3271, 1.7240, -0.0545], [0.1300, 0.0637, 1.4892], [-1.5808, 0.7758, -0.6408], [-1.6636, -1.0792, 1.5115], [-0.2060, -0.5181, -2.2063], [0.7766, 0.5875, -1.5200], [1.1535, -2.6195, -0.9720]]
}



Model x:
{
  "formula": "C5H11NOS",
  "method": "ωB97M-V/def2-TZVPD",
  "smiles": "CNC[C@@]1(CO)CS1",
  "gap_ev": 9.32,
  "homo_ev": -8.68,
  "spin_multiplicity": 1,
  "species": ["C", "N", "C", "C", "C", "O", "C", "S", "H", "H", "H", "H", "H", "H", "H", "H", "H", "H", "H"],
  "positions_angstrom": [[2.5327, 0.6744, -0.6457], [1.8675, -0.2536, 0.2793], [0.5773, -0.8494, 0.0468], [-0.6560, -0.0088, 0.1829], [-1.7689, -0.7773, -0.3097], [-3.1122, -0.2010, -0.4906], [-1.0480, 0.8160, 1.4055], [-0.8800, 1.8239, -0.2949], [1.8872, 1.4975, -0.9448], [3.0980, 1.3066, 0.0678], [3.1067, 0.0974, -1.3532], [2.5723, -0.8415, 0.7908], [0.4486, -1.1263, -1.0894], [0.1657, -1.9000, 0.5885], [-1.6132, -1.1603, -1.2810], [-1.9597, -1.6689, 0.3361], [-3.0130, 0.6150, -1.1494], [-2.0657, 1.0915, 1.7165], [-0.1393, 0.8648, 2.1443]]
}



Model y:
{
  "formula": "C5H11NOS",
  "method": "ωB97M-V/def2-TZVPD",
  "gap_ev": [8.31, 7.98],
  "homo_ev": [-8.14, -7.90],
  "spin_multiplicity": 1,
  "species": ["C", "C", "C", "C", "C", "N", "O", "S", "H", "H", "H", "H", "H", "H", "H", "H", "H", "H", "H"],
  "positions_angstrom": [[-3.0986, -0.2733, 0.3716], [0.4608, -1.5201, -0.8262], [1.7862, 0.6690, -0.4170], [0.3292, -0.2026, 1.2858], [0.5373, -0.1270, -0.1884], [-0.5587, 0.6376, -0.7148], [-2.2123, -0.6407, -0.3007], [-1.2193, 1.7325, 0.1710], [-2.8969, 0.7901, 0.7070], [-0.2996, -2.0136, -0.1045], [0.1571, -1.6124, -1.8568], [1.4219, -1.8756, -0.6867], [1.7775, 1.7498, -0.0923], [2.1357, 0.6711, -1.4567], [2.6182, 0.2805, 0.1021], [1.1530, -0.7777, 1.7677], [0.3201, 0.7927, 1.7281], [-0.5733, -0.7290, 1.3489], [-1.8383, 2.4488, -0.8379]]
}



Model z:
{
  "formula": "C5H11NOS",
  "method": "ωB97M-V/def2-TZVPD",
  "smiles": "NC[C@H]1OC[C@H]1CS",
  "gap_ev": 9.64,
  "homo_ev": -8.93,
  "spin_multiplicity": 1,
  "species": ["N", "C", "C", "O", "C", "C", "C", "S", "H", "H", "H", "H", "H", "H", "H", "H", "H", "H", "H"],
  "positions_angstrom": [[1.0344, 0.2688, -2.4177], [0.2129, 1.2975, -1.8685], [-0.9484, 0.8021, -0.8984], [-1.5121, -0.3968, -1.3889], [-1.1441, -1.1347, -0.1383], [-0.6194, 0.2032, 0.4441], [0.7694, 0.3052, 0.9997], [0.8207, -0.6523, 2.5442], [0.4524, -0.4596, -2.8352], [1.7258, -0.1659, -1.7341], [0.7974, 2.0226, -1.2709], [-0.3582, 1.8084, -2.6954], [-1.6447, 1.6350, -0.7477], [-0.3123, -1.7877, -0.3974], [-2.0521, -1.6321, 0.2080], [-1.1836, 0.6381, 1.2831], [1.0780, 1.3746, 1.0786], [1.4981, -0.2045, 0.3705], [2.1030, -0.3392, 2.8358]]
}



Ranked by calculated energy, most stable first: model w, model z, model x, model y.



Model w:
{
  "formula": "C5H11NOS",
  "method": "ωB97M-V/def2-TZVPD",
  "gap_ev": [7.80, 7.80],
  "homo_ev": [-8.94, -8.94],
  "spin_multiplicity": 1,
  "species": ["C", "C", "C", "C", "C", "N", "O", "S", "H", "H", "H", "H", "H", "H", "H", "H", "H", "H", "H"],
  "positions_angstrom": [[1.3181, 0.5127, 0.1038], [-0.7165, 2.8837, -0.5578], [1.1542, -2.5697, 0.3864], [0.0746, 0.8758, 0.7657], [-0.9846, 1.4258, -0.2100], [0.9714, -1.7254, -0.7327], [3.6762, 0.2913, -0.8626], [2.7559, 1.1796, -0.1435], [-1.4846, 3.2571, -1.2329], [0.2525, 2.9993, -1.0386], [-0.7291, 3.4985, 0.3418], [2.0879, -2.4255, 0.9494], [0.2982, -2.4732, 1.0593], [1.1670, -3.6049, 0.0159], [0.2659, 1.6214, 1.5474], [-0.3263, -0.0203, 1.2531], [-0.9867, 0.8126, -1.1156], [-1.9673, 1.3421, 0.2627], [1.8334, -1.6477, -1.2718]]
}



Model x:
{
  "formula": "C5H11NOS",
  "method": "ωB97M-V/def2-TZVPD",
  "gap_ev": 9.30,
  "homo_ev": -8.44,
  "spin_multiplicity": 1,
  "species": ["C", "C", "C", "C", "C", "N", "O", "S", "H", "H", "H", "H", "H", "H", "H", "H", "H", "H", "H"],
  "positions_angstrom": [[-0.1452, 1.3498, -0.6817], [-1.3007, 1.6425, 0.2770], [-0.1386, -0.8212, 0.5889], [1.1232, -1.2114, 1.3410], [0.6958, -0.6879, -1.8119], [0.0047, -0.0805, -0.7075], [-2.2603, -0.1732, 2.1655], [-1.0626, 0.4644, 1.6362], [-0.4289, 1.6449, -1.6278], [0.7734, 1.9906, -0.4130], [-1.2833, 2.5604, 0.8216], [-2.2822, 1.4026, -0.1027], [-0.7889, -1.6493, 0.3595], [1.7238, -0.3648, 1.5624], [1.7089, -2.0146, 0.8202], [0.8615, -1.6277, 2.2637], [0.1389, -0.7906, -2.8121], [1.5616, 0.0204, -2.2762], [1.0988, -1.6545, -1.4031]]
}



Model y:
{
  "formula": "C5H11NOS",
  "method": "ωB97M-V/def2-TZVPD",
  "smiles": "C[C@](O)(CN)[C@H]1CS1",
  "gap_ev": 9.50,
  "homo_ev": -8.65,
  "spin_multiplicity": 1,
  "species": ["C", "C", "O", "C", "N", "C", "C", "S", "H", "H", "H", "H", "H", "H", "H", "H", "H", "H", "H"],
  "positions_angstrom": [[1.8196, -0.7476, 1.1074], [0.7630, -0.5758, 0.0188], [0.7205, -1.7619, -0.7338], [1.2554, 0.5925, -0.9195], [1.2714, 1.9387, -0.2076], [-0.6443, -0.4034, 0.6185], [-1.3089, 0.8612, 0.8321], [-2.1673, -0.0788, -0.3256], [1.9734, 0.2522, 1.6178], [1.4926, -1.5571, 1.8975], [2.7164, -0.9914, 0.5097], [0.1342, -1.5294, -1.5614], [2.3024, 0.3334, -1.3729], [0.3369, 0.5138, -1.6561], [1.0735, 2.7072, -0.8326], [2.1373, 2.2477, 0.3230], [-0.7530, -1.2604, 1.3179], [-0.7557, 1.7734, 0.6362], [-1.9544, 0.9335, 1.7107]]
}



Ranked by calculated energy, most stable first: model y, model x, model w.



Model w:
{
  "formula": "C4H14N3",
  "method": "ωB97M-V/def2-TZVPD",
  "gap_ev": 10.26,
  "homo_ev": -13.96,
  "spin_multiplicity": 1,
  "total_charge": 1,
  "species": ["C", "C", "H", "H", "H", "H", "H", "H", "C", "C", "N", "N", "N", "H", "H", "H", "H", "H", "H", "H", "H"],
  "positions_angstrom": [[0.1132, 3.0018, -0.3368], [0.7721, 3.3297, 0.9571], [0.3183, 3.7675, -1.1003], [0.6024, 2.1738, -0.8806], [-0.9584, 2.9232, -0.4852], [1.5262, 2.5878, 1.2883], [0.3237, 3.3985, 1.9635], [1.4608, 4.1888, 0.9310], [0.3032, -3.3830, 0.6612], [-0.4552, -1.3490, -0.3667], [-0.6974, -2.2972, 0.5230], [-1.5419, -0.5829, -0.7984], [0.5401, -1.2785, -1.2379], [-1.6173, -2.4326, 0.9070], [-2.5090, -0.8317, -0.6262], [-1.4554, 0.3684, -0.4350], [1.3961, -1.8107, -1.1570], [0.3288, -0.8670, -2.1327], [1.2780, -2.8946, 0.8343], [0.3040, -4.1427, -0.0925], [-0.0322, -3.8697, 1.5839]]
}



Model x:
{
  "formula": "C4H14N3",
  "method": "ωB97M-V/def2-TZVPD",
  "gap_ev": 7.69,
  "homo_ev": -11.61,
  "spin_multiplicity": 1,
  "total_charge": 1,
  "species": ["C", "C", "C", "N", "H", "H", "H", "H", "H", "H", "H", "H", "N", "C", "N", "H", "H", "H", "H", "H", "H"],
  "positions_angstrom": [[-1.2683, -0.2109, -0.0190], [-1.4430, 0.1565, 1.3998], [-0.4713, 0.1764, 2.3374], [-0.8167, 0.6713, 3.7257], [-0.2158, -0.5067, -0.2483], [-2.0024, -0.9499, -0.2974], [-1.6055, 0.7037, -0.5613], [-2.4609, 0.3142, 1.8075], [0.5857, -0.0993, 2.2334], [-1.8436, 0.7231, 3.8579], [-0.5018, -0.0011, 4.4521], [-0.4479, 1.6070, 3.9680], [0.3889, 0.5050, -2.8013], [1.6694, -0.2148, -3.0827], [2.2772, -1.0342, -1.9997], [-0.3195, -0.1800, -2.4870], [0.5426, 1.0858, -1.9709], [1.4597, -0.9621, -3.8796], [2.4205, 0.4958, -3.4759], [2.3726, -0.4716, -1.1697], [1.6802, -1.8083, -1.7890]]
}



Ranked by calculated energy, most stable first: model w, model x.